A molecular structure, C22H23BrCsN7O2S2. Source: OMol25; level of theory: the ωB97M-V functional and the def2-TZVPD basis.

```
58
Properties=species:S:1:pos:R:3
Cs -0.60531 -0.66330 -2.59945
C -7.05648 -1.35851 -2.53702
C -6.16589 -1.84686 -3.61593
N -6.54050 -2.45561 -4.68888
N -5.37502 -2.69994 -5.36283
C -4.26498 -2.26215 -4.74138
S -2.68934 -2.37497 -5.24511
N -4.79288 -1.69186 -3.60174
N -4.02471 -1.07685 -2.62963
H -8.08009 -1.62420 -2.78597
H -6.98990 -0.27454 -2.43159
H -6.79620 -1.80888 -1.57819
H -5.38505 -3.17595 -6.24700
H -4.31791 -0.11630 -2.50139
H -4.08438 -1.58101 -1.75254
Br 5.56431 4.71741 4.67050
C 3.89105 3.86264 4.93759
C 2.81138 4.21457 4.14036
C 1.59561 3.58406 4.32879
C 1.45676 2.60566 5.31101
C 2.53485 2.29517 6.12875
C 3.76317 2.90980 5.93299
N 0.17611 2.04368 5.60937
N -0.49737 1.41119 4.77218
C -0.05106 0.99560 3.50433
C 1.24394 0.62881 3.15486
C 1.55173 0.10563 1.91485
C 0.58962 -0.08941 0.89547
O 0.89086 -0.55184 -0.24115
C -0.78925 0.27360 1.25582
N -1.75462 0.10552 0.31447
C -2.99372 0.39984 0.62248
C -3.39543 0.87411 1.88117
C -2.44077 1.06454 2.83650
C -1.08666 0.77363 2.54745
H 2.92416 4.97410 3.37914
H 0.74668 3.83974 3.70781
H 2.40730 1.56301 6.91584
H 4.60889 2.65791 6.55769
H 2.04084 0.71666 3.87987
H 2.56907 -0.18964 1.68991
H -3.74096 0.26327 -0.15791
H -4.43851 1.08534 2.07695
H -2.69181 1.43277 3.82125
O 1.86974 -1.31547 -4.20689
S 2.63965 -2.14992 -3.21949
C 4.15403 -2.73213 -4.05123
C 5.26070 -1.73131 -3.74102
C 5.04914 -1.34165 -2.27874
C 3.57115 -0.99559 -2.15884
H 3.89326 -2.83238 -5.10346
H 4.37879 -3.71851 -3.64167
H 5.15399 -0.85130 -4.37864
H 6.24712 -2.15833 -3.92282
H 5.67191 -0.50065 -1.97335
H 5.29679 -2.18395 -1.62779
H 3.35223 -0.02447 -2.60838
H 3.14395 -1.02075 -1.15738
```

As for the multiplicity: 1. Its LUMO energy is -0.295 eV. Its orbital gap is 0.228 hartree.

=====

A molecular structure, C22H23BrN5O2RuS3. Source: OMol25; level of theory: the ωB97M-V functional and the def2-TZVPD basis.

```
57
Properties=species:S:1:pos:R:3
Ru -0.45998 -0.54711 0.86583
S -0.52674 0.10428 3.13293
C -1.60663 -1.20786 3.43998
S -2.08954 -1.87467 1.91125
C -1.99983 -1.66822 4.66864
C -2.86696 -2.79025 4.77407
N -3.57441 -3.69558 4.85314
C -1.53405 -1.04733 5.85904
N -1.15413 -0.54590 6.82370
C 3.64484 -1.49343 1.99054
C 2.51176 -0.75736 1.31996
O 1.39067 -1.27722 1.46404
C 2.76929 0.45824 0.57935
C 4.11531 0.78962 0.28077
C 4.45512 1.91346 -0.41803
C 3.43200 2.78536 -0.83486
C 2.12314 2.52284 -0.55159
C 1.73174 1.35397 0.16406
O 0.48288 1.22964 0.45154
H 3.22959 -2.33809 2.53257
H 4.15967 -0.83386 2.68917
H 4.38201 -1.84610 1.27254
H 4.90361 0.12647 0.60974
H 5.48993 2.13441 -0.63796
H 3.68688 3.68508 -1.38200
H 1.33168 3.19601 -0.85190
Br -5.75694 3.05669 -1.25067
C -4.28971 2.02656 -0.67534
C -3.87101 0.93862 -1.41746
C -2.79118 0.21067 -0.95551
N -2.13446 0.51069 0.17182
C -2.55622 1.56612 0.87959
C -3.62514 2.34928 0.49194
H -4.36772 0.65272 -2.33244
H -2.44044 -0.64704 -1.50913
H -2.01056 1.77579 1.78778
H -3.92868 3.18808 1.10064
C 3.55652 -2.83579 -1.43144
N 2.18123 -2.52064 -1.80007
C 2.06932 -1.47390 -2.81222
C 1.12397 -2.88505 -1.05352
S -0.34843 -2.00846 -1.15304
N 1.19243 -3.96850 -0.27228
C 0.17721 -4.15726 0.76599
C 1.92167 -5.17584 -0.65617
H 4.12861 -1.90621 -1.44555
H 4.01954 -3.53462 -2.13046
H 3.59260 -3.25000 -0.42920
H 2.91228 -1.58129 -3.49327
H 2.09848 -0.48168 -2.35230
H 1.14173 -1.57709 -3.36598
H 0.04322 -3.23999 1.34171
H 0.52601 -4.94568 1.42991
H -0.78441 -4.43969 0.33308
H 2.29193 -5.09132 -1.67306
H 1.22529 -6.01423 -0.61661
H 2.75309 -5.38693 0.01787
```

The expectation value of S² is 0.76. As for the multiplicity: 2. Its LUMO energy (alpha / beta) is -0.363 / -0.841 eV. Its orbital gap (alpha / beta) is 0.263 / 0.241 hartree.

=====

A molecular structure, C22H23BrN7O2S2W. Source: OMol25; level of theory: the ωB97M-V functional and the def2-TZVPD basis.

```
58
Properties=species:S:1:pos:R:3
W 0.47046 -0.05566 1.09020
N 6.99173 -1.36148 -3.86755
C 5.96763 -1.17183 -3.04241
C 4.83454 -2.03302 -3.09470
C 3.78398 -1.84554 -2.25318
C 3.83758 -0.78675 -1.31577
C 4.94465 0.08984 -1.25143
C 5.99046 -0.10813 -2.09869
S 2.53472 -0.52476 -0.33193
O 1.92549 -1.72011 0.32379
O 2.76650 0.44406 0.78724
N 1.11313 0.06317 -0.95348
C 1.03401 1.46809 -0.98971
N 0.45791 1.85513 0.16810
C 0.21574 3.16139 0.36056
C 0.58128 4.05482 -0.61921
C 1.19767 3.55158 -1.76502
N 1.43004 2.24643 -1.95239
H 6.99214 -2.11003 -4.54094
H 7.80222 -0.76450 -3.84535
H 4.81600 -2.84320 -3.81137
H 2.92512 -2.50280 -2.29665
H 4.96574 0.89599 -0.53072
H 6.85184 0.54496 -2.05532
H -0.26262 3.45545 1.28545
H 0.40280 5.11347 -0.50218
H 1.52518 4.21436 -2.55693
C -0.89008 -5.30031 1.71953
C -1.24578 -4.02055 1.02477
C -2.27254 -3.95699 0.07560
C -2.58744 -2.76113 -0.53957
C -1.86195 -1.63243 -0.20895
Br -2.27430 0.00825 -1.02113
N -0.87232 -1.66404 0.69160
C -0.58472 -2.84486 1.29611
H -1.67722 -5.58420 2.41957
H 0.04442 -5.21541 2.27095
H -0.78995 -6.11185 0.99966
H -2.82670 -4.85213 -0.17993
H -3.37942 -2.69196 -1.27131
H 0.23215 -2.83104 2.00872
C -0.58915 0.41203 7.32688
C -0.12370 0.15415 5.94305
C 1.07020 -0.44210 5.60734
C 1.41773 -0.62044 4.26966
N 0.57279 -0.19916 3.30082
C -0.58643 0.39784 3.62767
S -1.48747 0.88508 2.26799
N -0.92695 0.55920 4.91639
C 2.68403 -1.28490 3.86991
H -0.02192 -0.17657 8.04256
H -1.65117 0.18710 7.43767
H -0.44503 1.47001 7.56758
H 1.73826 -0.77703 6.38759
H -1.81437 1.00702 5.12900
H 3.51943 -0.87913 4.44149
H 2.88229 -1.17206 2.80727
H 2.62676 -2.34930 4.11541
```

The expectation value of S² is 2.01. As for the multiplicity: 3. Its LUMO energy (alpha / beta) is -9.263 / -9.834 eV. The net charge is +3. Its orbital gap (alpha / beta) is 0.242 / 0.221 hartree.

=====

A molecular structure, C22H23Cl48IInNO4P in a non-equilibrium geometry. Source: OMol25; level of theory: the ωB97M-V functional and the def2-TZVPD basis.

```
101
Properties=species:S:1:pos:R:3
C -1.95912 2.04286 -6.35096
C -1.33210 0.83313 -5.66927
O -0.25455 1.21962 -4.78762
P -0.17036 0.29296 -3.47494
O 1.06390 0.63232 -2.76279
C -0.08393 -1.42263 -4.05512
C 1.06560 -1.66342 -5.06843
In 0.31238 -3.07230 -6.64626
I -2.16568 -2.24590 -7.70065
C 1.77064 -3.35709 -8.33683
C 1.40868 -2.55880 -9.55565
O 1.37894 -1.31574 -9.52315
N 1.09149 -3.31297 -10.73933
C -0.26003 -3.84338 -10.61044
C 1.21383 -2.48223 -11.92744
O -1.53359 0.61542 -2.65804
C -1.97337 -0.45055 -1.80951
C -2.87218 -1.45212 -2.55969
H -3.03818 1.98122 -6.40644
H -1.62019 2.06518 -7.38177
H -1.66805 2.99012 -5.91355
H -2.11166 0.29692 -5.14128
H -0.89683 0.20609 -6.43426
H -1.01728 -1.68110 -4.54901
H 0.03726 -2.11515 -3.22989
H 1.88251 -2.18772 -4.58996
H 1.41174 -0.72093 -5.47322
H 0.00934 -4.62983 -5.81187
H 2.79131 -3.11806 -8.06606
H 1.71231 -4.40712 -8.61072
H -0.45162 -4.66290 -11.29735
H -0.40910 -4.22537 -9.60919
H -0.99962 -3.05887 -10.76854
H 2.01717 -1.76964 -11.79160
H 0.31518 -1.87801 -12.05894
H 1.45030 -3.06416 -12.81039
H -1.16979 -0.93480 -1.26322
H -2.59586 0.01840 -1.05305
H -3.05721 -1.06530 -3.55388
H -3.81331 -1.65503 -2.06466
H -2.28661 -2.34941 -2.71142
C 2.62673 0.14681 0.57715
Cl 1.24400 1.23973 0.63402
Cl 2.12360 -1.42888 -0.03855
Cl 3.87906 0.79642 -0.47707
Cl 3.28608 -0.04554 2.21396
C 7.60135 -1.65438 0.48782
Cl 7.87113 -1.60043 -1.25554
Cl 8.70287 -0.51901 1.28166
Cl 5.94160 -1.20098 0.85010
Cl 7.91078 -3.29170 1.08335
C 4.38465 2.52112 5.60722
Cl 5.59341 2.27612 4.34381
Cl 4.48205 1.22541 6.80756
Cl 4.69284 4.07595 6.39379
Cl 2.76906 2.52974 4.89750
C -0.45604 0.40702 6.05258
Cl 0.76574 0.13133 4.81004
Cl -0.35911 -0.86881 7.27312
Cl -0.18893 1.98017 6.82226
Cl -2.05618 0.40062 5.31740
C -5.19775 -3.97972 -0.21213
Cl -5.11108 -2.28437 0.28493
Cl -5.90469 -4.95765 1.07944
Cl -6.20473 -4.11496 -1.65704
Cl -3.57205 -4.56282 -0.56999
C -5.39583 0.68718 8.20781
Cl -6.43977 1.18164 6.86770
Cl -6.07912 1.24673 9.73971
Cl -5.26504 -1.07374 8.22936
Cl -3.80013 1.39191 7.97497
C 9.36954 1.57141 5.51503
Cl 9.79271 3.27675 5.27332
Cl 9.11703 0.82351 3.93314
Cl 10.68760 0.73773 6.34770
Cl 7.89919 1.47641 6.48962
C -9.75961 3.29489 10.03464
Cl -8.56832 3.01866 8.76520
Cl -9.66397 1.98700 11.22039
Cl -9.42770 4.83643 10.83285
Cl -11.38038 3.33329 9.33162
C -2.28172 3.75727 2.88153
Cl -2.55756 5.50083 2.82025
Cl -3.73442 2.96296 3.50617
Cl -1.93326 3.15622 1.25959
Cl -0.91252 3.40936 3.94533
C 10.08873 3.79061 9.41703
Cl 11.31343 3.63925 8.15822
Cl 10.25634 2.45758 10.56456
Cl 10.29837 5.32864 10.26533
Cl 8.48676 3.73908 8.67955
C 2.13224 5.98336 1.70055
Cl 3.62331 6.87814 1.37537
Cl 0.88887 7.10352 2.26989
Cl 1.58369 5.19303 0.22243
Cl 2.43852 4.76311 2.94046
C -9.75875 -5.03208 2.68872
Cl -9.41715 -4.76421 0.98028
Cl -8.77741 -3.93831 3.66442
Cl -11.47144 -4.72921 3.00603
Cl -9.36895 -6.70385 3.11024
```

As for the multiplicity: 1. Its LUMO energy is 1.006 eV. The net charge is -1. Its orbital gap is 0.234 hartree.

=====

M values (in g/mol) by entry order: 694.42; 666.63; 745.35; 2339.87.
E values (in eV) by entry order: -129972.515; -139863.499; -131227.326; -656506.786.